(1)
C28H50AsBrFIN7OS5SbSi3Ti | ωB97M-V with the def2-TZVPD basis set

```
100
Properties=species:S:1:pos:R:3
C 0.33 -2.35 -1.17
S -0.62 0.88 -0.97
H 0.41 0.58 4.18
H -1.93 -2.60 5.03
S -1.09 0.66 -6.39
H -5.95 0.90 2.98
Sb -1.41 1.95 -4.50
H -5.96 -1.37 4.06
C -6.01 0.60 1.93
N 2.19 -0.81 1.67
C 0.18 3.94 -0.28
Ti 1.43 0.89 0.45
C 4.57 1.44 -2.53
H -1.60 -3.44 3.51
N -0.38 4.82 -1.06
N 2.51 -1.92 -1.30
C -1.61 2.80 3.28
H 3.33 -5.46 -2.61
H -5.23 0.17 -1.20
C -0.64 7.20 -0.93
N 2.24 1.56 -1.23
N -0.95 -2.30 -0.69
S -0.20 0.24 -2.91
Si -4.33 0.63 1.07
C 2.32 2.27 -2.38
H -0.55 -0.64 5.05
H -3.51 -0.22 -1.10
S 0.11 3.77 -4.51
H -0.28 8.17 -1.29
C 3.18 0.82 -0.71
C 3.61 -3.33 -2.96
O -1.98 7.08 -1.38
C 1.31 -1.54 2.34
H 3.36 -3.37 -4.03
H 1.24 6.13 -1.00
C -2.39 -3.16 4.21
C -2.56 5.83 -1.02
H 4.15 -0.49 1.17
H -5.26 -2.76 1.45
H 5.51 1.39 -3.07
C 3.48 -1.13 1.73
N 0.63 3.12 0.40
H 5.22 0.10 -0.97
H -2.79 2.49 0.52
S 0.83 -3.46 -2.39
H -0.32 0.96 5.75
H -4.30 1.57 4.82
H -4.81 -1.23 5.38
N 1.30 -1.61 -0.72
H 5.00 -2.42 2.50
H 0.27 -1.24 2.25
H -1.68 4.70 -2.66
C 3.02 -2.95 3.16
H -3.04 2.11 5.94
C -3.85 2.41 0.73
Br 3.59 -4.43 4.20
H -6.68 1.28 1.41
H -1.14 2.76 2.30
C 3.95 -2.20 2.47
C -5.10 -1.85 4.54
H -1.63 -2.64 -1.36
H -2.82 -4.08 4.63
H 3.61 2.75 -3.98
H -2.63 5.76 0.07
C -4.41 -3.24 1.95
H -3.47 0.40 5.86
H -2.14 3.70 -1.27
H -5.42 -2.82 4.92
C -4.46 -0.28 -0.56
H -2.50 3.43 3.23
Si -1.99 1.10 3.95
C 2.43 -2.83 -2.20
H 1.45 2.80 -2.75
C -3.33 1.31 5.26
Si -3.70 -2.16 3.31
H 4.34 -4.66 -1.41
H -4.09 3.07 1.57
H 4.99 -5.01 -3.02
C 0.24 6.08 -1.44
C 1.67 -2.63 3.11
H 0.32 6.08 -2.53
C 3.52 2.22 -3.04
C 4.42 0.72 -1.36
H -6.45 -0.40 1.89
H -0.89 3.27 3.95
F 0.12 0.85 1.77
H 4.39 -2.58 -2.84
C 4.10 -4.70 -2.47
H -4.75 -4.19 2.36
H -3.65 -3.44 1.19
H 0.93 -3.20 3.65
C -1.75 4.67 -1.56
C -0.47 0.42 4.81
I 3.10 2.33 2.33
H -0.63 7.21 0.17
H -1.16 -1.32 -0.42
As -2.58 -0.42 2.23
H -4.72 -1.33 -0.42
H -4.40 2.76 -0.15
H -3.57 5.83 -1.44
```

Its net charge is -2. The calculation puts the HOMO-LUMO gap at 4.065 eV. The HOMO energy comes out at -0.030 Eh. The LUMO energy is 3.24 eV.

(2)
C28H50BCl14O2 | ωB97M-V with the def2-TZVPD basis set

```
95
Properties=species:S:1:pos:R:3
C 1.70 -1.11 -0.86
C 1.78 7.56 -0.30
H -1.57 7.24 -3.65
H -1.02 -7.85 6.71
Cl -0.25 1.57 4.41
C -5.02 -3.59 -0.87
H -2.98 -7.03 5.55
C 1.36 6.15 0.03
H -0.13 4.46 4.43
H -1.87 -6.76 7.80
Cl 2.76 5.05 0.19
H -1.94 -2.76 0.01
H -2.55 -1.84 -1.34
C 5.49 -0.53 -7.21
C 0.65 -3.00 4.67
C -2.70 -2.77 -0.77
H 1.02 -0.25 -5.50
H 4.05 -3.82 0.84
C -6.70 -2.91 0.63
C -6.32 -3.68 -0.44
H -0.29 1.46 -0.45
H 2.13 0.13 -3.26
H 1.37 2.29 2.86
H -4.17 -0.55 2.33
H -2.53 -3.57 -1.49
Cl 0.18 -5.87 7.06
H -7.71 -2.96 1.02
H 0.89 8.15 -0.51
H 2.91 -3.72 -0.50
Cl -0.45 -3.61 3.41
H -4.69 -4.19 -1.71
H 1.76 2.78 4.51
H -7.00 -4.36 -0.93
C -3.55 -1.07 1.58
H 3.89 -1.17 0.87
H 0.08 -3.00 5.60
C -4.49 -1.98 0.82
Cl -0.80 4.07 2.20
C -0.30 0.38 -0.26
Cl 4.19 0.97 -4.05
C 3.26 -3.20 0.40
Cl 6.05 -0.82 -9.88
H 4.83 -1.98 -0.37
H -0.86 -0.97 1.29
H -0.62 -0.14 -1.16
H 5.51 0.13 -6.34
Cl -2.85 -4.74 5.98
H 1.86 0.89 0.02
H 0.32 -0.93 4.16
C 1.14 -1.61 4.36
C 1.85 0.44 -5.38
C -5.81 -2.08 1.24
H 1.70 -1.22 5.21
H -3.24 5.39 -3.22
H 0.79 6.11 0.96
C 5.85 0.24 -8.45
H -1.57 -6.30 4.79
Cl 1.15 2.07 -5.18
C 1.20 0.01 0.04
Cl 3.85 -1.23 -7.29
C 2.68 0.02 -4.19
C -2.15 -6.35 5.70
C -2.22 7.21 -2.78
H 1.47 -3.71 4.78
H -2.86 -1.68 2.17
H -3.03 -0.09 -0.49
C -1.32 -6.82 6.87
H 0.74 5.76 -0.77
B -2.80 0.13 0.69
H 1.16 4.78 3.27
H -3.17 5.76 -1.50
H 6.19 -1.35 -7.03
Cl -1.37 8.03 -1.44
H -6.11 -1.47 2.08
H 2.97 -1.02 -4.30
Cl 2.25 -1.61 2.96
H 5.09 0.98 -8.69
C 0.37 4.08 3.54
C -1.16 0.04 0.97
C -4.12 -2.76 -0.26
H 2.43 7.59 -1.16
H 2.44 0.44 -6.29
H 1.25 -0.36 1.07
O 3.10 -1.21 -1.08
O 0.99 -1.93 -1.39
C 0.96 2.71 3.77
H -3.23 1.24 0.94
H 2.46 -3.13 1.13
C -2.61 5.80 -2.43
H 6.80 0.75 -8.30
Cl -1.20 4.72 -2.27
H -3.11 7.80 -2.99
H -0.91 0.76 1.76
C 3.81 -1.82 -0.02
Cl 2.62 8.36 1.06
```

Its net charge is -1. The calculation puts the HOMO-LUMO gap at 6.625 eV. The HOMO energy comes out at -0.168 Eh. The LUMO energy is 2.05 eV.

(3)
C28H50BF6KN2P2S2Sb | ωB97M-V with the def2-TZVPD basis set

```
93
Properties=species:S:1:pos:R:3
H -3.86 2.00 -1.61
H 4.78 0.37 -1.47
H 3.04 -1.21 -5.97
F 1.60 -6.56 2.43
H 3.07 1.64 -1.47
C 2.56 3.56 0.48
C -0.57 -0.66 3.48
H 1.35 0.59 -6.23
H 3.32 -3.21 -0.77
H 3.55 5.06 1.63
C 1.64 4.57 2.46
C 2.49 0.05 -4.31
H -5.28 2.34 -2.65
H 3.62 -2.94 -2.62
B -0.17 1.12 -0.23
C 0.51 2.73 1.37
H -0.87 1.03 4.85
S -3.03 -1.04 -4.61
K -1.46 -1.39 -1.33
F 0.50 -4.26 -0.46
H 1.62 -0.59 3.46
C 4.53 -0.66 -1.73
H -1.60 -2.58 3.84
P -1.95 -0.20 2.23
S -5.10 -1.14 -1.75
H 0.91 -0.53 1.89
N 1.12 1.77 -0.59
C -3.60 -0.04 3.13
H -0.16 3.82 3.15
H 0.92 0.87 2.91
C 0.62 3.66 2.43
H -5.60 0.15 2.25
N -0.44 1.79 1.08
C -4.80 1.57 -1.95
C 2.94 -1.31 -4.85
C -0.75 -0.05 4.88
H 3.90 0.88 -5.64
C 1.49 2.72 0.35
H -4.86 1.24 4.26
F -0.52 -4.86 2.03
C -4.55 0.24 -2.63
C -3.92 -1.36 3.86
H -1.35 1.94 3.00
P 1.79 -0.20 -2.51
C -3.78 1.14 4.10
H -4.42 -0.77 1.23
H -4.15 2.37 -4.48
H 0.06 -0.32 5.53
C 0.76 -0.21 2.90
H -0.28 -2.70 2.75
H -4.06 -2.23 3.11
H 4.47 0.92 -4.01
H -3.21 -1.59 4.65
H 0.10 -2.52 4.39
H -5.39 1.42 -1.08
H 0.46 -0.21 -5.03
H -4.38 1.04 1.43
C -3.32 1.67 -4.22
C -1.56 1.61 1.98
C -4.56 0.09 1.94
H -3.41 0.91 5.14
H 5.13 -1.27 -1.05
H -2.42 2.11 1.58
H -2.73 2.19 -3.41
Sb 0.98 -5.46 1.01
C 2.00 1.55 -1.76
H 4.95 -0.75 -2.72
C 3.09 -1.08 -1.51
H -2.70 1.72 -5.08
H 0.84 1.41 -4.61
C 3.59 1.03 -4.59
H 1.82 5.23 3.31
H 3.97 -1.52 -4.49
H 3.37 3.52 -0.24
H 2.25 -2.14 -4.66
F 0.02 -6.89 0.26
C 1.26 0.49 -5.10
C 3.03 -2.65 -1.74
H 2.00 -2.95 -1.93
F 2.05 -4.01 1.72
H -1.60 -0.47 5.44
H -4.95 -1.24 4.34
H 3.32 2.08 -4.58
C -0.61 -2.19 3.64
H 3.49 -1.45 0.53
C 2.63 4.47 1.50
C -3.71 0.28 -3.80
H 1.78 2.29 -2.57
H 2.74 0.21 0.30
H -3.38 2.11 3.79
C 2.76 -0.86 -0.02
F 2.50 -6.05 -0.03
H 1.79 -1.29 0.13
```

Its net charge is -2. As for the spin multiplicity: 2. The calculation puts the HOMO-LUMO gap (spin up / spin down) at 5.234 / 5.109 eV. The HOMO energy (spin up / spin down) comes out at -0.044 / -0.044 Eh. The LUMO energy (spin up / spin down) is 4.04 / 3.92 eV.

Number 1: total energy -291496.5676 eV. Number 2: total energy -209934.8999 eV. Number 3: total energy -112926.2333 eV.